Entry from the Open Molecules 2025 dataset: a molecular structure, C9H21CrF5OP2 at a distorted geometry (ωB97M-V with the def2-TZVPD basis set).

```
39
Properties=species:S:1:pos:R:3
Cr 1.06509 0.26056 0.48932
H -3.89128 -0.29203 0.88872
H -3.81656 0.44910 1.05013
P 0.10186 -1.78589 -0.15500
P 0.06450 2.09040 -0.62704
C 1.48322 3.18065 -0.37096
H 1.20225 4.22376 -0.56879
H 1.85208 3.12719 0.65739
H 2.30064 2.88778 -1.03224
C -0.39762 2.34756 -2.36816
H -1.35579 1.87815 -2.54755
H -0.44284 3.42091 -2.59291
H 0.37151 1.87300 -2.98697
C -1.28097 2.95944 0.22207
H -1.15486 2.93503 1.31473
H -1.27450 4.01944 -0.08385
H -2.24336 2.50408 -0.01618
C -0.09236 -2.03955 -1.93689
H -0.15010 -3.10603 -2.16296
H -0.99857 -1.55010 -2.28831
H 0.76464 -1.61472 -2.46353
C 1.36895 -3.01523 0.29513
H 1.50198 -3.02300 1.37712
H 1.01649 -3.99466 -0.02837
H 2.31324 -2.79037 -0.19289
C -1.37152 -2.61878 0.49836
H -2.28184 -2.19004 0.08760
H -1.31652 -3.67097 0.20459
H -1.40477 -2.56009 1.58815
C 3.13508 -0.04368 0.58290
O 4.27375 -0.25384 0.74962
H 0.67825 0.35307 -1.02506
F 0.98367 -0.64870 3.16757
C 0.51138 0.54933 2.54661
F -0.87512 0.56187 2.82558
C 1.13440 1.72677 3.28693
F 1.16493 1.68726 4.64734
F 2.47106 1.82641 2.90106
F 0.50212 2.87751 2.92955
```

Output
- Strongest force on any atom: 4.0 eV Å⁻¹
- Multiplicity: 5
- HOMO energy (alpha / beta): -7.209 / -7.591 eV
- ⟨S²⟩: 6.07

***

Entry from the Open Molecules 2025 dataset: 2 unconnected molecules or ions with the total composition C9H21FINO3S at a distorted geometry (ωB97M-V with the def2-TZVPD basis set).

```
37
Properties=species:S:1:pos:R:3
O -5.79759 0.06493 -1.13716
S -5.49948 -1.06647 -2.03059
O -6.63975 -1.99347 -2.21712
F -5.17182 -0.42289 -3.51341
N -4.04509 -1.88655 -1.62275
O -4.11634 -3.07686 -2.36148
C -4.01831 -2.25674 -0.18320
C -3.66893 -1.03118 0.77312
C -3.00509 -1.48282 2.13228
I -0.96866 -0.72960 2.16706
H -3.40901 -3.66990 -2.07281
H -3.20357 -3.01479 0.00734
H -4.97032 -2.76929 0.13083
H -4.66506 -0.56568 1.02097
H -3.10329 -0.23342 0.22690
H -3.55051 -0.95465 2.95880
H -3.09741 -2.57916 2.31104
C 5.56938 0.45979 0.96289
C 4.76311 0.62691 -0.31929
C 4.17873 2.02922 -0.48899
C 3.17654 2.45193 0.58787
C 1.96543 1.53177 0.74652
C 1.09574 1.45855 -0.50306
H 4.95060 0.60528 1.85107
H 5.99046 -0.54643 1.01671
H 6.39600 1.17341 0.99876
H 3.96938 -0.12540 -0.35461
H 5.41827 0.42026 -1.17123
H 3.70434 2.09548 -1.47350
H 4.99775 2.75624 -0.50207
H 2.82498 3.46278 0.35535
H 3.68797 2.52791 1.55263
H 1.35459 1.90503 1.57521
H 2.28614 0.52449 1.03157
H 0.72911 2.44967 -0.78060
H 0.22911 0.81856 -0.32327
H 1.64261 1.04309 -1.35181
```

Output
- Strongest force on any atom: 4.9 eV Å⁻¹
- HOMO energy: -9.796 eV
- Structure (SMILES): O=S(=O)(F)N(O)CCCI.CCCCCC

***

Entry from the Open Molecules 2025 dataset: a single C9H21N2P molecule at a distorted geometry (ωB97M-V with the def2-TZVPD basis set).

```
33
Properties=species:S:1:pos:R:3
C 0.64003 0.26097 -0.30574
C 3.05962 0.00716 -0.90594
C 1.64184 -1.91688 -0.43241
C 2.19836 -0.32343 1.52264
C -2.29184 -1.55420 0.59019
C -2.70203 0.89375 0.88221
C -2.07962 0.02852 -1.42013
C 1.90050 -0.46420 0.00325
C -1.82884 -0.11096 0.06175
N -0.47132 -0.01574 0.53934
N 0.01543 3.03259 -0.32733
P 0.86594 2.08564 0.63618
H 0.46248 0.45511 -1.34315
H 2.93357 1.09941 -0.79786
H 2.99681 -0.40761 -1.85144
H 4.09072 0.01431 -0.46465
H 1.59969 -1.98607 -1.54540
H 2.42052 -2.56722 -0.12244
H 0.74830 -2.34240 0.14980
H 2.31808 -1.36482 1.90000
H 1.33776 0.09087 2.25363
H 3.10089 0.26754 1.79145
H -1.83535 -1.85111 1.58075
H -3.36453 -1.37925 0.69685
H -2.11780 -2.32109 -0.06983
H -2.79651 0.47184 1.79912
H -3.73945 1.16228 0.39268
H -2.26054 1.84597 1.05046
H -3.10566 -0.19653 -1.62413
H -1.69976 1.02040 -1.60475
H -1.34965 -0.70155 -1.91893
H -0.15210 3.04964 -1.36218
H -0.53553 3.71706 0.24599
```

Output
- Strongest force on any atom: 4.8 eV Å⁻¹
- Multiplicity: 3
- HOMO energy (alpha / beta): -5.829 / -8.808 eV
- ⟨S²⟩: 2.01